(1)
120
Properties=species:S:1:pos:R:3:forces:R:3:mulliken_charge:R:1 method="wB97M-V/def2-TZVPD" lumo_energy_ev=-4.5 charge=+2 orbital_gap_ha=0.2947 e_homo_ev=-12.5
C -2.3612 -0.7614 5.0416 1.02 2.93 -4.15 -0.906
C -1.7832 0.4456 5.8496 -3.06 -0.67 -0.26 0.271
C -2.8602 1.6406 5.9416 3.18 -0.08 -0.13 -1.083
O -2.8192 2.3536 4.7006 -0.87 -2.23 1.35 -0.172
C -3.6672 3.4726 4.7746 0.70 1.18 3.56 -0.723
N -1.3912 0.0506 7.2456 -1.21 2.40 3.77 -0.281
H -2.0802 -0.3274 7.9736 0.24 -0.07 -2.10 0.398
H -0.5852 -0.5014 7.3556 1.43 -1.37 -0.49 0.347
H -1.1462 0.8976 7.8286 0.08 -0.35 -1.10 0.423
H -2.7642 -0.0134 4.1346 0.93 -2.53 1.65 0.096
H -3.1902 -1.4274 5.1826 -0.79 0.37 1.41 0.380
H -1.6032 -1.4474 4.5716 -0.24 1.06 0.51 0.243
H -0.9272 0.8886 5.3526 0.35 -0.37 0.10 0.230
H -2.4822 2.3796 6.6476 0.24 0.02 0.65 0.520
H -3.7572 1.2596 6.3936 -1.19 -0.12 -0.76 0.450
H -3.0702 4.3366 5.4006 -1.90 -2.02 -0.62 0.296
H -4.7292 3.1966 5.1506 1.80 0.82 -0.71 0.290
H -3.5732 3.8816 3.8456 -0.80 1.02 -2.79 0.231
C 0.7318 -1.8434 1.2126 -6.22 3.38 -2.00 -1.422
C 0.8828 -0.5334 0.3656 1.12 -3.15 3.20 0.969
C 0.3958 0.6506 1.0936 0.05 1.48 -0.12 -1.858
O -0.9662 0.6296 1.2816 -0.37 -4.19 -0.18 0.375
C -1.5402 1.7126 1.8276 0.84 4.19 -0.53 -1.069
N 2.2368 -0.4654 -0.1704 -1.54 -1.72 -2.67 2.359
H 2.4638 -1.4024 -0.7614 -0.72 2.80 0.90 -0.815
H 2.2838 0.3496 -0.8014 0.89 -0.12 -0.06 -0.034
H 2.9038 -0.4594 0.5606 1.06 0.49 0.67 -0.216
H -0.4772 -1.7274 1.4226 2.94 -0.32 0.27 -0.278
H 1.2618 -1.7184 2.0496 2.04 -0.34 3.41 0.914
H 0.6558 -2.7354 0.6926 0.88 -1.63 -1.01 0.068
H 0.2358 -0.6784 -0.3744 -2.43 -0.38 -3.64 0.276
H 0.6178 1.5026 0.5286 0.39 1.69 -1.83 0.661
H 0.8918 0.9596 1.9626 1.03 -0.54 2.15 0.638
H -1.0662 2.1246 2.7586 0.01 -0.56 -0.57 0.180
H -2.5772 1.6016 2.0546 -0.68 -0.52 -0.09 0.235
H -1.4262 2.4956 1.0076 -0.58 -0.03 1.32 0.438
C 4.5358 1.6316 2.0956 3.27 -4.57 0.75 -1.258
C 4.0338 0.1556 2.3106 -0.10 1.40 2.26 0.866
O 3.2828 -0.1774 3.2476 1.24 0.48 -1.78 -0.622
N 4.4398 -0.7244 1.3726 0.07 -4.31 0.74 -0.432
C 4.3148 -2.2364 1.5486 -0.16 1.15 6.01 -0.730
H 4.7418 1.7416 1.0906 0.47 0.42 -2.27 0.259
H 5.4668 1.8776 2.6596 -0.87 -0.45 -0.13 0.341
H 3.7808 2.1996 2.3416 -3.78 3.29 1.53 0.459
H 5.0578 -0.5694 0.6366 1.26 1.48 -0.95 0.168
H 3.4508 -2.3984 2.2376 -0.12 0.29 -1.20 0.205
H 5.0158 -2.7694 2.3396 -0.16 1.63 -1.94 0.357
H 4.2468 -2.8274 0.7116 -0.13 -0.65 -2.17 0.148
C 5.3288 -2.9584 -2.5074 3.32 2.02 1.64 -1.533
C 3.9428 -2.8304 -1.9684 -0.91 -3.03 0.20 0.651
O 3.1768 -1.9624 -2.2854 -0.98 2.35 -0.47 -0.478
N 3.4398 -3.8944 -1.2494 3.44 0.62 0.11 -0.098
C 2.1218 -4.2324 -0.9104 -1.53 1.37 -6.15 -0.428
H 5.6228 -3.9654 -2.7894 -0.37 0.01 -0.47 0.415
H 6.1668 -2.7474 -1.6354 -2.16 -0.26 -1.85 0.292
H 5.5508 -2.1444 -3.2954 -0.57 -1.59 1.17 0.309
H 4.1488 -4.4994 -0.9744 1.24 -1.52 0.41 0.180
H 1.6598 -3.2334 -1.1374 -1.04 -1.41 1.23 -0.268
H 1.9548 -4.8814 -0.1324 -0.18 -0.37 2.66 0.547
H 1.7778 -4.9104 -1.8054 0.04 1.11 1.30 0.333
C 0.6738 2.0406 -4.7234 -0.49 1.47 -2.56 -1.060
C 1.0328 0.6446 -4.2764 -0.15 3.79 1.93 0.765
O 1.1658 0.4966 -3.0574 0.05 -1.07 -0.07 -0.493
N 1.2188 -0.2544 -5.1804 1.62 -4.23 -7.58 -0.170
C 1.7748 -1.5964 -4.9044 0.18 0.42 -6.07 -0.435
H 0.9338 2.2966 -5.8824 -0.93 -0.67 2.83 0.265
H 1.0818 2.8326 -4.0934 0.94 -0.52 -0.02 0.036
H -0.3742 2.2756 -4.4504 0.03 -0.67 -0.88 0.251
H 1.2018 -0.2314 -6.4254 -0.32 1.26 5.43 0.401
H 1.5648 -2.3394 -5.7544 -1.17 0.96 1.44 0.329
H 1.5498 -1.8304 -3.9954 -1.81 -2.08 5.29 -0.340
H 2.8118 -1.7734 -4.9984 1.83 1.32 0.27 0.450
C -5.8732 3.7546 0.4766 4.98 0.09 3.65 -1.235
C -4.5112 3.8976 -0.1894 -0.12 -0.72 -0.62 0.805
O -3.4512 3.9226 0.3956 0.48 0.08 1.17 -0.618
N -4.5162 3.8196 -1.5254 -2.17 1.28 -4.00 -0.240
C -3.3542 3.8176 -2.4644 -2.39 3.21 0.12 -0.915
H -6.6402 4.2176 0.0656 -3.49 2.06 -2.15 0.542
H -5.6512 4.1846 1.4906 -0.61 -0.09 -0.79 0.262
H -6.0612 2.7486 0.7076 -0.35 -1.57 -0.17 0.242
H -5.4152 4.0466 -2.0524 1.61 -0.69 1.48 0.267
H -3.5362 4.3546 -3.4294 -1.03 -0.86 0.54 0.373
H -3.1432 2.8456 -2.6354 1.50 -2.94 -0.64 0.215
H -2.5922 4.4796 -2.1814 1.57 0.11 1.46 0.332
C 4.2508 1.2666 -3.3894 1.83 1.18 0.23 -0.137
C 3.6948 2.2666 -2.3424 -0.70 -2.37 0.91 0.341
O 3.4838 1.7706 -1.1644 0.78 2.56 -2.83 -0.655
N 3.3048 3.4676 -2.8124 1.11 0.48 0.58 -0.142
C 2.7578 4.5316 -1.9494 3.01 1.35 -4.44 -1.100
H 3.6408 0.4136 -3.2164 0.16 -1.24 0.48 -0.449
H 5.4498 1.0916 -3.2364 -3.20 0.37 -0.51 0.282
H 3.9558 1.5286 -4.4254 0.80 0.35 0.40 0.373
H 3.3668 3.7126 -3.7874 0.46 -0.60 -0.04 0.329
H 3.1008 4.2766 -1.0814 0.99 -1.31 5.68 0.283
H 1.8048 4.4236 -2.1594 -5.12 0.26 0.25 0.480
H 3.1008 5.5806 -2.1214 0.02 -1.03 -0.58 0.303
C -4.1772 -0.2884 0.3626 -0.40 2.28 3.19 -1.092
C -3.8502 -1.3564 1.3026 -3.48 -0.87 4.07 0.908
O -4.4052 -1.4604 2.4326 0.87 0.93 -1.17 -0.761
N -3.0652 -2.3214 0.9096 0.82 -0.39 -0.48 0.172
C -2.7922 -3.4194 1.7926 1.29 0.06 0.19 -0.973
H -4.4202 -0.6484 -0.5284 -0.72 -1.59 -4.09 0.735
H -3.2922 0.2786 0.3426 1.13 1.21 -0.64 -0.008
H -5.0192 0.3696 0.6646 0.65 -0.64 0.31 0.136
H -2.6802 -2.1604 0.0026 1.04 -0.89 -0.35 0.124
H -3.5582 -4.1144 1.8636 -2.73 -0.41 0.80 0.463
H -2.4202 -3.1564 2.7986 -0.29 0.17 -0.61 0.153
H -2.1722 -4.1734 1.3786 1.91 0.16 -0.95 0.252
C -2.1342 -0.9824 -2.6954 0.13 -1.80 -4.74 -0.564
C -1.5752 -2.4064 -2.3944 -1.64 3.63 5.86 0.664
O -1.1782 -2.5784 -1.2144 0.76 -0.06 -0.77 -0.730
N -1.6702 -3.3744 -3.1914 -0.50 -4.91 -3.86 -0.250
C -1.1932 -4.7974 -3.0664 -3.72 0.26 0.23 -0.853
H -3.2462 -0.9944 -3.2374 3.01 0.01 1.55 0.326
H -1.3182 -0.8524 -3.5794 -2.02 1.15 1.74 0.182
H -2.0452 -0.2804 -1.8664 0.14 -0.32 -0.26 -0.089
H -2.0802 -3.3744 -4.0994 -0.50 1.43 -0.41 0.309
H -0.7432 -4.9044 -4.0134 1.31 -0.92 -0.60 0.398
H -2.0982 -5.5994 -3.0214 1.93 2.16 0.10 0.242
H -0.6382 -4.8194 -2.1804 1.24 -0.57 0.93 0.205



(2)
9
Properties=species:S:1:pos:R:3:forces:R:3:mulliken_charge:R:1 method="wB97M-V/def2-TZVPD" lumo_energy_ev="-7.5 / -7.3" charge=+1 multiplicity=2 s_squared=0.76 orbital_gap_ha="0.1689 / 0.2501" e_homo_ev="-12.0 / -14.1"
H 1.0595 1.0678 1.1174 0.54 0.15 0.24 -0.048
C -0.0001 -1.0592 -0.0525 0.41 1.43 -2.70 0.188
C -0.4818 0.2319 -0.2058 -0.40 -3.19 3.64 0.085
O -0.9457 0.6061 -1.4826 1.33 6.23 -4.04 0.041
C -0.6462 1.6855 -2.0603 -2.11 -5.02 2.00 0.426
O 0.7482 -1.3642 0.9434 -1.62 -2.55 -0.80 -0.250
H 0.0172 -1.6646 -0.9713 0.28 -0.11 0.43 0.350
F -1.2327 0.7575 0.7629 0.22 1.03 -0.65 -0.162
Al 1.4816 -0.2608 1.9488 1.36 2.03 1.89 0.368



(3)
9
Properties=species:S:1:pos:R:3:forces:R:3:mulliken_charge:R:1 method="wB97M-V/def2-TZVPD" lumo_energy_ev=0.6 smiles=OCPO orbital_gap_ha=0.3381 e_homo_ev=-8.6
C 0.8029 -0.2328 -0.3726 -1.83 1.71 1.97 -0.419
O 1.7911 0.4054 0.4608 -0.67 0.14 -1.51 -0.505
O -2.3698 0.3050 -0.2951 -0.34 3.29 -1.24 -0.491
P -1.0237 -0.1292 0.5685 1.27 0.11 0.63 0.190
H 1.0523 -1.2023 -0.7035 0.35 -1.23 -0.15 0.330
H 1.9437 -0.0212 1.2927 -0.24 -0.68 0.54 0.305
H -2.5751 1.3206 -0.3739 0.88 -2.96 0.48 0.336
H 0.6472 0.4153 -1.2024 0.25 0.47 -0.84 0.234
H -1.4257 -1.4370 0.3641 0.34 -0.84 0.12 0.020



(4)
9
Properties=species:S:1:pos:R:3:forces:R:3:mulliken_charge:R:1 method="wB97M-V/def2-TZVPD" lumo_energy_ev=-1.4 smiles="O[C@]1(F)C=NN=N1" orbital_gap_ha=0.3567 e_homo_ev=-11.1
C 0.2878 -0.9154 -0.6832 -0.25 -0.44 0.36 -0.404
C -0.3760 0.2285 0.1472 -1.05 -0.51 -4.23 1.030
N 1.5490 -0.8473 -0.5575 -0.98 -0.51 -0.58 -0.211
N 0.7651 0.7816 0.7365 1.42 2.03 0.82 -0.137
N 1.7984 0.2280 0.3863 0.18 0.46 0.57 -0.204
O -1.3793 0.0663 0.9856 -0.15 -1.06 0.17 -0.454
F -0.9313 1.1645 -0.9212 1.58 -1.25 1.67 -0.325
H -0.1746 -1.6826 -1.3156 -0.02 0.62 0.30 0.376
H -1.5391 0.9765 1.2219 -0.72 0.67 0.90 0.329



(5)
49
Properties=species:S:1:pos:R:3:forces:R:3:mulliken_charge:R:1 method="wB97M-V/def2-TZVPD" lumo_energy_ev=0.1 smiles="COc1cc(Cl)cc([C@H]2NC(=S)NC(c3ccccc3)=C2C(C)=O)c1OCC(=O)O" orbital_gap_ha=0.3081 e_homo_ev=-8.3
C -4.0007 -1.8943 -2.6778 -0.17 -0.06 -0.16 -1.040
H -4.8367 -2.2844 -2.0900 0.03 0.03 -0.01 0.407
O -2.8671 -1.6590 -1.8731 0.28 0.21 0.27 -0.330
C -2.9528 -0.7544 -0.8584 0.12 0.01 0.07 0.721
C -4.1089 -0.0324 -0.5939 0.00 -0.02 -0.01 -0.498
C -4.1289 0.9007 0.4285 0.28 -0.11 -0.03 -0.406
C -2.9998 1.1451 1.1809 -0.14 -0.14 -0.11 -0.679
C -1.8311 0.4366 0.9273 -0.07 -0.18 -0.04 0.360
C -1.8007 -0.5470 -0.0663 -0.23 -0.01 0.02 -0.098
O -0.6285 -1.2346 -0.2261 0.03 0.19 -0.25 -0.123
C -0.6991 -2.5957 -0.5993 -0.06 -0.53 -0.10 -0.147
H -0.9212 -2.7045 -1.6689 0.05 -0.02 0.27 0.302
H -1.4648 -3.1284 -0.0246 0.08 0.12 -0.08 0.378
C 0.6394 -3.2763 -0.3640 0.05 0.29 0.06 0.016
O 1.7186 -2.7611 -0.4531 0.14 0.09 -0.24 -0.521
O 0.4595 -4.5703 -0.1196 -0.31 -0.62 0.05 -0.480
H 1.3078 -5.0097 0.0570 -0.03 0.34 -0.11 0.413
C -0.6006 0.7301 1.7721 -0.02 0.12 -0.17 -0.062
N -0.2223 -0.4539 2.5288 0.07 0.24 -0.10 -0.091
C 0.7928 -1.2733 2.2054 0.04 -0.06 0.43 -0.491
S 0.8965 -2.8053 2.8089 -0.02 -0.55 0.27 -0.338
N 1.7777 -0.7514 1.4348 0.01 0.20 -0.08 0.136
C 1.6733 0.4634 0.8029 -0.49 0.55 0.15 1.077
C 0.5566 1.2230 0.9261 0.47 -0.59 0.23 -0.336
C 0.4277 2.4816 0.1798 -0.09 0.27 -0.09 0.387
O 1.1126 2.7355 -0.7904 -0.17 0.11 -0.04 -0.602
C -0.6103 3.4694 0.6656 0.19 0.16 -0.23 -1.344
H -1.6053 3.1139 0.4088 -0.10 0.01 0.03 0.295
H -0.4409 4.4204 0.1671 0.01 0.00 -0.01 0.437
H -0.5506 3.6066 1.7423 -0.07 0.00 0.15 0.353
C 2.8896 0.8676 0.0744 0.39 -0.06 -0.16 -0.191
C 3.3722 0.0699 -0.9569 -0.13 0.04 0.12 -0.394
C 4.5369 0.4223 -1.6155 0.11 0.01 -0.06 -0.809
C 5.2349 1.5563 -1.2386 0.03 -0.02 -0.08 -0.422
C 4.7662 2.3414 -0.1975 -0.01 0.06 0.08 -0.869
C 3.5995 2.0008 0.4588 0.01 -0.14 0.03 -0.010
H 3.2313 2.6107 1.2705 -0.05 0.06 0.06 0.443
H 5.3128 3.2228 0.1036 0.04 0.07 0.03 0.388
H 6.1442 1.8293 -1.7536 0.07 0.01 -0.04 0.394
H 4.9009 -0.1933 -2.4249 0.02 -0.05 -0.06 0.419
H 2.8232 -0.8125 -1.2474 -0.06 -0.10 -0.04 0.385
H 2.5399 -1.3642 1.1749 -0.19 0.03 0.13 0.423
H -0.9546 -0.8745 3.0835 0.20 -0.10 -0.05 0.374
H -0.8778 1.5001 2.5063 -0.02 -0.08 -0.20 0.749
H -3.0287 1.8760 1.9736 0.02 0.10 0.08 0.515
Cl -5.5849 1.7727 0.7480 -0.18 0.11 0.04 -0.228
H -4.9992 -0.1808 -1.1807 -0.07 -0.04 -0.07 0.509
H -3.6884 -2.6453 -3.4016 -0.08 0.06 0.03 0.247
H -4.3106 -0.9893 -3.2077 0.00 -0.02 0.03 0.381



ΔE to the lowest compared entry with this formula, charge and spin readings, ordered: 1.051 2.867 1.294 1.940 0.256 eV
Electronic energy readings, ordered: -63072.5495 -16538.2579 -14500.4402 -11338.5979 -58661.1147 eV